{"formula": "C4H6O2", "method": "ωB97M-V/def2-TZVPD", "de_lowest_kcal_mol": 121.0, "energy_ev": -8335.216, "homo_ev": [-8.737, -8.738], "homo_lumo_gap_ev": [7.519, 7.521], "charge": 0, "e_lumo_ev": [-1.22, -1.22], "species": ["O", "C", "C", "C", "C", "O", "H", "H", "H", "H", "H", "H"], "coordinates": [[1.88, -0.94, 0.09], [0.88, -0.53, 0.68], [-0.50, -1.00, 0.65], [-0.40, 0.51, -1.35], [-0.05, 1.38, -0.35], [0.62, 1.05, 0.74], [0.79, -0.85, 1.84], [-1.26, -0.43, 1.18], [-0.67, -2.08, 0.53], [0.21, -0.36, -1.58], [-1.12, 0.82, -2.10], [-0.38, 2.43, -0.34]], "nbo_charge": [-0.6431, 0.3465, -0.1552, -0.5928, 0.2289, -0.5245, 0.2368, 0.2236, 0.2190, 0.2415, 0.2247, 0.1945]}


{"formula": "C4H6O2", "method": "ωB97M-V/def2-TZVPD", "de_lowest_kcal_mol": 91.3, "energy_ev": -8336.500, "homo_ev": -9.753, "smiles": "C#C[C@H](O)CO", "homo_lumo_gap_ev": 10.324, "charge": 0, "e_lumo_ev": 0.57, "species": ["C", "C", "C", "O", "C", "O", "H", "H", "H", "H", "H", "H"], "coordinates": [[2.61, 0.03, -0.12], [1.40, -0.07, -0.15], [0.05, 0.36, 0.04], [-0.32, 0.51, 1.39], [-1.20, -0.09, -0.70], [-1.83, -1.25, -0.23], [3.38, -0.64, 0.18], [0.42, 1.25, -0.60], [0.47, 0.45, 1.95], [-1.87, 0.78, -0.66], [-0.92, -0.27, -1.74], [-2.19, -1.05, 0.65]], "nbo_charge": [-0.2707, -0.0299, -0.0166, -0.7035, -0.0660, -0.7032, 0.2333, 0.2254, 0.4904, 0.1727, 0.1913, 0.4767]}


{"formula": "C4H6O2", "method": "ωB97M-V/def2-TZVPD", "de_lowest_kcal_mol": 108.0, "energy_ev": -8335.779, "homo_ev": -8.112, "homo_lumo_gap_ev": 8.794, "charge": 0, "e_lumo_ev": 0.68, "species": ["C", "C", "C", "O", "C", "O", "H", "H", "H", "H", "H", "H"], "coordinates": [[1.18, -0.49, -0.25], [-0.14, -0.52, 0.54], [-0.58, 0.95, 0.60], [-0.56, 1.22, -0.80], [-0.83, -0.77, -0.74], [-1.40, -1.36, -1.56], [0.43, 0.70, -1.01], [1.96, 0.07, 0.27], [1.52, -1.47, -0.59], [-0.36, -1.18, 1.39], [0.12, 1.59, 1.16], [-1.60, 1.08, 0.99]], "nbo_charge": [-0.8325, -0.3692, -0.0687, -0.7121, 0.8905, -0.4108, 0.4592, 0.2221, 0.2131, 0.2287, 0.1898, 0.1898]}


{"formula": "C4H6O2", "method": "ωB97M-V/def2-TZVPD", "de_lowest_kcal_mol": 124.3, "energy_ev": -8335.071, "homo_ev": -9.751, "homo_lumo_gap_ev": 8.842, "charge": 0, "e_lumo_ev": -0.91, "species": ["C", "C", "C", "C", "H", "H", "H", "H", "H", "H", "O", "O"], "coordinates": [[1.42, 0.58, 0.09], [-0.05, 0.65, -0.21], [-0.85, -0.58, -0.32], [-2.18, -0.53, -0.03], [2.81, -0.84, 0.73], [1.75, 1.57, -0.60], [1.55, 0.75, 1.23], [-0.34, -1.55, -0.56], [-2.69, -1.46, 0.15], [-2.76, 0.41, 0.27], [1.87, -0.79, -0.42], [-0.53, 1.80, -0.33]], "nbo_charge": [-0.2072, 0.4930, -0.3300, -0.2827, 0.4462, 0.2310, 0.2104, 0.2450, 0.1957, 0.2213, -0.6705, -0.5521]}


{"formula": "C4H6O2", "method": "ωB97M-V/def2-TZVPD", "de_lowest_kcal_mol": 73.1, "energy_ev": -8337.293, "homo_ev": -8.416, "smiles": "O=C=CO.C=C", "homo_lumo_gap_ev": 8.937, "charge": 0, "e_lumo_ev": 0.52, "species": ["O", "C", "C", "O", "H", "H", "C", "C", "H", "H", "H", "H"], "coordinates": [[-1.11, -0.30, 1.72], [-1.02, 0.10, 0.62], [-1.10, 0.72, -0.55], [-2.28, 1.36, -0.90], [-0.34, 0.68, -1.31], [-2.65, 1.76, -0.11], [1.70, -0.14, 0.27], [1.15, -1.31, -0.09], [2.03, 0.59, -0.47], [1.81, 0.14, 1.31], [0.80, -2.02, 0.65], [1.01, -1.58, -1.13]], "nbo_charge": [-0.4807, 0.6268, -0.2000, -0.6737, 0.2216, 0.4762, -0.3897, -0.3943, 0.1987, 0.2059, 0.2079, 0.2013]}


{"formula": "C4H6O2", "method": "ωB97M-V/def2-TZVPD", "de_lowest_kcal_mol": 143.0, "energy_ev": -8334.258, "homo_ev": [-9.393, -9.111], "homo_lumo_gap_ev": [8.285, 6.894], "charge": 0, "e_lumo_ev": [-1.11, -2.22], "species": ["C", "C", "O", "C", "C", "O", "H", "H", "H", "H", "H", "H"], "coordinates": [[-1.34, -0.32, -0.60], [-0.24, -0.36, 0.42], [-0.04, -1.37, 1.15], [0.36, 0.89, 0.85], [1.41, -0.19, -0.26], [0.02, 1.96, 0.38], [-1.12, 0.23, -1.50], [-1.69, -1.29, -0.91], [-2.16, 0.21, -0.12], [1.03, 0.85, 1.73], [1.33, -0.78, -1.15], [2.42, 0.16, 0.02]], "nbo_charge": [-0.6751, 0.2832, -0.4223, 0.2858, -0.1966, -0.5763, 0.2426, 0.2344, 0.2467, 0.1555, 0.1950, 0.2270]}


Q: What is the formula in the fourth record?
A: C4H6O2